[1]
ORCA calculation (ωB97M-V/def2-TZVPD) on a molecular structure, C21H20N5OsS.

Output
Charge: +1
LUMO energy (spin up / spin down) in eV: -4.05 / -4.05
HOMO level (spin up / spin down) in eV: -10.693 / -10.690
E in eV: -42847.7286

Geometry (Å):
H (-0.80996, 1.67567, -4.01278)
H (-2.47017, -4.52591, 1.60046)
H (5.06138, 2.13259, 1.40102)
H (0.17050, 5.59908, 1.04563)
N (1.36916, -0.48904, 1.12079)
C (-0.01516, 1.74790, 0.61464)
H (-5.11214, -3.81324, 0.65601)
H (0.62778, -1.80635, -1.97298)
H (-1.68593, -2.07851, 2.09886)
C (0.09978, 2.59915, -0.49978)
N (-2.38535, -2.41566, 1.45841)
H (-4.35129, -1.86507, -0.90193)
N (0.10374, 2.01196, -1.74473)
H (-3.77607, -4.34686, -0.37925)
H (-1.09021, 0.33772, -6.07610)
Os (-0.01632, -0.18135, 0.13096)
H (3.99351, -0.22582, 4.81407)
C (3.79625, 0.09082, 3.79898)
C (0.03187, -2.09729, -4.01267)
H (-0.14590, 1.68182, 2.76301)
H (2.03345, -1.12711, 3.57663)
C (-0.57128, 0.62230, -4.02597)
C (-0.10451, 0.00954, -2.86824)
C (-4.07464, -3.63224, 0.38712)
N (-3.88822, -2.26311, -0.10236)
H (-0.55900, -2.07612, -6.07282)
C (2.46411, 0.00113, 1.80523)
H (3.11095, 1.21132, 0.15876)
C (0.11779, 4.52812, 0.90694)
C (4.39871, 1.42140, 1.87504)
H (0.26323, 4.60784, -1.24106)
H (0.28845, -3.14810, -4.01015)
C (-0.72950, -0.13521, -5.17261)
H (-0.04303, 4.12481, 3.01233)
C (-3.13540, -3.66615, 1.61192)
C (-0.00500, 3.68803, 2.02258)
C (4.63895, 1.00761, 3.18024)
C (-2.89492, -1.63751, 0.51157)
C (-0.06852, 2.31297, 1.88645)
H (5.49182, 1.39889, 3.71880)
C (3.31604, 0.91589, 1.17992)
H (-3.68934, -3.65742, 2.55005)
C (-0.43389, -1.49374, -5.17005)
C (2.70548, -0.41465, 3.11629)
C (0.20013, -1.34684, -2.85792)
N (0.01656, 0.75167, -1.65000)
S (-2.41411, -0.02599, 0.12567)
C (0.17021, 3.99104, -0.35698)

---

[2]
ORCA calculation (ωB97M-V/def2-TZVPD) on a molecular structure, C8H22N2O10P2Zr at a distorted geometry.

Output
Charge: -2
LUMO energy in eV: 4.57
HOMO level in eV: -0.815
E in eV: -51973.0860

Geometry (Å):
H (5.05988, 7.92829, 8.66620)
H (5.85730, 8.08105, 7.02768)
C (13.38584, 11.81051, 5.27156)
O (13.96466, 12.72839, 6.18946)
C (5.85022, 7.58541, 7.99846)
C (9.71533, 8.33858, 9.78486)
P (9.27588, 10.12345, 4.17056)
O (10.22639, 10.43146, 5.35992)
C (14.20436, 9.81319, 6.72418)
H (9.23365, 9.30165, 9.95389)
O (8.85178, 8.83456, 4.90066)
C (8.11214, 8.22184, 7.78898)
O (12.00297, 4.69441, 4.89122)
O (11.59556, 6.87664, 4.19378)
H (12.44823, 12.19363, 4.86881)
H (13.66272, 9.01611, 4.73216)
P (11.46967, 6.02051, 5.44386)
H (5.71500, 6.53778, 7.72958)
O (10.42628, 9.37679, 3.45620)
H (13.89299, 8.87862, 7.19078)
O (12.12137, 7.12797, 6.25290)
H (11.47569, 8.53381, 8.03600)
N (12.78223, 9.50257, 4.82268)
O (10.04617, 6.55456, 5.52202)
C (13.08828, 13.28317, 7.09068)
H (8.05584, 7.63780, 6.87038)
C (13.10489, 10.45097, 5.83238)
H (13.58013, 14.08323, 7.64394)
O (7.07706, 7.79258, 8.67430)
H (7.99018, 9.29628, 7.65188)
H (9.86162, 6.96260, 8.26270)
H (15.17964, 9.69456, 6.25212)
H (14.00067, 11.69333, 4.37918)
H (12.25202, 10.54258, 6.50492)
H (14.41463, 10.58479, 7.46480)
O (8.42921, 11.22295, 3.42436)
H (12.75255, 9.99224, 3.93982)
H (10.51041, 9.74625, 7.91284)
Zr (10.82513, 8.42844, 5.26900)
N (10.61060, 8.79603, 7.58550)
H (12.72264, 12.51879, 7.77636)
C (9.57574, 8.01322, 8.31352)
H (12.19244, 13.68050, 6.61350)
H (9.11986, 7.56714, 10.27310)
H (10.71830, 8.27217, 10.20646)

---

[3]
ORCA calculation (ωB97M-V/def2-TZVPD) on a molecular structure, C28H26Cl5N4V.

Output
Charge: +2
LUMO energy (spin up / spin down) in eV: -7.75 / -7.74
HOMO level (spin up / spin down) in eV: -14.077 / -14.076
E in eV: -123702.6837

Geometry (Å):
Cl (3.13790, 0.77626, -1.84052)
C (-1.42852, 2.87616, 1.37021)
C (-2.71137, -2.77122, 1.31962)
H (-1.48386, 1.89660, 1.85267)
H (3.52210, -2.40114, 1.44484)
C (0.80039, -3.25013, -1.11834)
C (-2.11749, 1.64152, -0.82321)
C (4.66009, 0.39634, 2.99273)
C (-3.66202, 0.18061, 1.10356)
C (-2.25129, 2.88832, 0.08222)
H (-5.47220, 0.24586, 2.16729)
Cl (1.17184, 1.13231, -6.78961)
H (1.08246, -4.26123, -1.40914)
C (-0.24379, 0.10281, -4.75374)
C (-4.66620, -0.41671, 1.87645)
H (-3.07706, 1.39945, -1.28616)
C (3.96175, 1.53963, 2.65910)
H (0.23151, 2.56336, -0.84380)
H (-1.87941, 3.57819, 2.07262)
C (-2.49177, -0.34151, 0.59334)
H (-2.23555, -3.73818, 1.24995)
C (1.88018, -2.66980, -0.23351)
H (-1.44404, 1.84348, -1.65701)
C (2.40562, -0.66402, 1.01721)
Cl (3.46075, 1.59551, -4.76815)
C (-4.76443, -1.71305, 2.30642)
H (-1.28404, -3.77828, -0.91065)
H (4.32600, 2.46098, 3.09759)
C (2.10740, 0.73710, 1.14039)
C (-0.49439, -3.28299, -0.33952)
C (2.84771, 1.68399, 1.84265)
C (1.98575, 0.91292, -4.24065)
H (2.50384, 2.70360, 1.75522)
C (-2.04149, -1.71129, 0.65800)
H (-3.83801, 1.22354, 0.88543)
C (-3.87806, -2.76645, 2.03770)
H (5.49697, 0.51858, 3.66856)
C (3.44680, -1.34637, 1.66176)
H (-1.98389, 3.76280, -0.51608)
N (-1.63246, 0.40726, -0.17858)
C (0.95389, 0.69921, -5.16143)
H (1.96069, -3.30204, 0.65575)
C (0.77452, 2.50713, 0.09915)
C (0.58331, 0.02258, -2.44998)
H (-5.63164, -1.96196, 2.90493)
H (-0.33149, -3.85105, 0.58175)
H (0.68675, -2.67344, -2.04152)
H (-3.30217, 3.03635, 0.33249)
Cl (-1.87909, -1.04245, -2.98178)
N (1.57968, -1.28424, 0.14245)
Cl (-1.47284, -0.20073, -5.89880)
H (1.73999, 2.96962, -0.11857)
N (1.02819, 1.08301, 0.38210)
N (-0.93110, -1.91783, -0.05253)
C (4.41706, -0.89086, 2.53376)
H (0.05864, 4.33729, 0.87303)
C (0.02594, 3.28656, 1.17366)
V (0.07288, -0.26530, -0.53588)
H (0.54504, 3.22572, 2.13151)
H (5.09628, -1.65348, 2.89592)
H (2.84609, -2.67518, -0.74622)
C (-0.40816, -0.23551, -3.41334)
C (1.80139, 0.55799, -2.90696)
H (-4.16159, -3.72617, 2.45362)

---

[4]
ORCA calculation (ωB97M-V/def2-TZVPD) on C19H27N5O3 in the gas phase.

Output
LUMO energy in eV: 0.71
HOMO level in eV: -7.878
E in eV: -33736.0226
SMILES string: CCOC(=O)N1CCN(Cc2nc3cc(NC(C)=O)ccc3n2CC)CC1

Geometry (Å):
H (-0.04882, -1.95509, 0.81622)
H (3.64133, -2.47560, 0.33286)
C (2.64968, -3.20556, -1.45035)
H (2.30295, -1.20935, 2.08683)
C (2.07212, -0.60946, 1.19176)
H (1.31174, -2.22993, -5.75298)
H (-5.92919, 2.26513, 6.33300)
N (0.50068, 1.29574, 0.72798)
C (0.26492, -2.95194, -1.07892)
H (2.93814, 0.02024, 0.96381)
H (-0.58719, 1.19381, -1.74359)
C (-1.92657, 1.25487, 3.31484)
H (-0.52007, -2.31130, -1.48541)
H (1.20127, 0.02978, -4.79633)
C (-2.76882, 2.30337, 2.98560)
O (0.09303, -2.05806, -3.68378)
H (0.70346, -0.01075, -1.66410)
C (1.17005, -2.40059, -3.25369)
C (-2.54037, 3.08536, 1.83965)
N (-3.88642, 2.64409, 3.76211)
C (-0.63160, 1.80215, 1.31769)
H (-1.32486, 3.46143, 0.11741)
H (-0.13662, -3.96581, -0.96844)
H (-6.39509, 2.69579, 4.67886)
C (2.11823, -0.28409, -5.28824)
H (2.59188, -4.15769, -0.91323)
C (-0.85270, 1.00914, 2.46824)
C (3.01607, -2.06817, -0.48051)
N (1.35576, -2.95657, -2.03492)
H (-3.22240, 3.89441, 1.61612)
C (-1.47837, 2.85040, 0.99422)
O (-3.83566, 1.13160, 5.47150)
H (-5.39937, 3.80491, 5.63520)
C (1.08832, 1.75841, -0.50054)
H (2.16584, 1.58008, -0.46305)
C (0.49069, 1.05322, -1.71449)
H (2.97055, 0.14345, -4.76488)
C (0.89273, 0.24272, 1.50850)
H (2.11181, 0.07617, -6.31306)
N (0.12198, 0.04961, 2.54216)
O (2.32416, -2.32328, -3.96003)
H (0.91890, 2.83765, -0.56670)
H (1.14513, -3.25877, 0.89537)
C (2.20335, -1.80398, -5.28169)
H (0.92024, 1.45915, -2.62646)
H (-2.09420, 0.65219, 4.18939)
H (3.10001, -2.15136, -5.79996)
H (3.39385, -3.29447, -2.23933)
C (-4.34788, 2.07174, 4.91064)
C (-5.60259, 2.75741, 5.42195)
N (1.80527, -1.44169, 0.02807)
H (3.59208, -1.29755, -1.00233)
H (-4.41611, 3.42672, 3.40407)
C (0.76866, -2.42968, 0.27297)

---

- Which of these has the highest E?
  C19H27N5O3

---

- Among the records above, which one has the lowest E?
  C28H26Cl5N4V

---

Please write out number 2 again, unchanged.
ORCA calculation (ωB97M-V/def2-TZVPD) on a molecular structure, C8H22N2O10P2Zr at a distorted geometry.

Output
Charge: -2
LUMO energy in eV: 4.57
HOMO level in eV: -0.815
E in eV: -51973.0860

Geometry (Å):
H (5.05988, 7.92829, 8.66620)
H (5.85730, 8.08105, 7.02768)
C (13.38584, 11.81051, 5.27156)
O (13.96466, 12.72839, 6.18946)
C (5.85022, 7.58541, 7.99846)
C (9.71533, 8.33858, 9.78486)
P (9.27588, 10.12345, 4.17056)
O (10.22639, 10.43146, 5.35992)
C (14.20436, 9.81319, 6.72418)
H (9.23365, 9.30165, 9.95389)
O (8.85178, 8.83456, 4.90066)
C (8.11214, 8.22184, 7.78898)
O (12.00297, 4.69441, 4.89122)
O (11.59556, 6.87664, 4.19378)
H (12.44823, 12.19363, 4.86881)
H (13.66272, 9.01611, 4.73216)
P (11.46967, 6.02051, 5.44386)
H (5.71500, 6.53778, 7.72958)
O (10.42628, 9.37679, 3.45620)
H (13.89299, 8.87862, 7.19078)
O (12.12137, 7.12797, 6.25290)
H (11.47569, 8.53381, 8.03600)
N (12.78223, 9.50257, 4.82268)
O (10.04617, 6.55456, 5.52202)
C (13.08828, 13.28317, 7.09068)
H (8.05584, 7.63780, 6.87038)
C (13.10489, 10.45097, 5.83238)
H (13.58013, 14.08323, 7.64394)
O (7.07706, 7.79258, 8.67430)
H (7.99018, 9.29628, 7.65188)
H (9.86162, 6.96260, 8.26270)
H (15.17964, 9.69456, 6.25212)
H (14.00067, 11.69333, 4.37918)
H (12.25202, 10.54258, 6.50492)
H (14.41463, 10.58479, 7.46480)
O (8.42921, 11.22295, 3.42436)
H (12.75255, 9.99224, 3.93982)
H (10.51041, 9.74625, 7.91284)
Zr (10.82513, 8.42844, 5.26900)
N (10.61060, 8.79603, 7.58550)
H (12.72264, 12.51879, 7.77636)
C (9.57574, 8.01322, 8.31352)
H (12.19244, 13.68050, 6.61350)
H (9.11986, 7.56714, 10.27310)
H (10.71830, 8.27217, 10.20646)

---

- The highest E belongs to which entry?
  C19H27N5O3